Record 1
ORCA calculation (wB97M-V/def2-TZVPD) on a molecular structure, C25H26CrN5Se.

The total energy comes out at -127562.686 eV. As for the spin multiplicity: 5. The largest force on an atom comes out at 0.0173 Eh/bohr. Its charge is +1.

Structure (XYZ):
```
58
C25H26CrN5Se wB97M-V/def2-TZVPD
Cr 0.1470 1.6663 -0.0331
C 1.2065 4.2154 1.0621
N 0.0067 3.8077 0.2783
C -1.3169 4.0785 0.9134
C -2.2939 3.0383 0.4300
N -1.8920 1.9178 -0.1266
C -3.0502 1.2190 -0.4858
C -3.1933 0.0146 -1.1674
C -4.4804 -0.4056 -1.4207
C -5.5965 0.3441 -1.0018
C -5.4580 1.5455 -0.3360
C -4.1524 1.9669 -0.1055
N -3.6284 3.1282 0.4808
C 2.3445 3.3273 0.6400
N 2.1442 2.2137 -0.0350
C 3.4206 1.7028 -0.3101
C 3.7967 0.6031 -1.0715
C 5.1457 0.3551 -1.1896
C 6.1030 1.1839 -0.5732
C 5.7366 2.2965 0.1562
C 4.3699 2.5373 0.2558
N 3.6408 3.5719 0.8554
H 0.9903 4.0949 2.1226
H 1.4670 5.2602 0.8970
H 0.0345 4.2869 -0.6163
H -1.6827 5.0768 0.6779
H -1.2024 4.0189 1.9950
H -2.3266 -0.5594 -1.4716
H -4.6405 -1.3356 -1.9511
H -6.5901 -0.0299 -1.2116
H -6.3167 2.1241 -0.0205
H -4.1573 3.9005 0.8499
H 3.0517 -0.0204 -1.5411
H 5.4804 -0.4956 -1.7692
H 7.1534 0.9484 -0.6835
H 6.4731 2.9446 0.6134
H 4.0220 4.3658 1.3425
C -0.7196 -6.5670 -0.3891
C -0.4685 -5.1048 -0.1272
C 0.7441 -4.5137 -0.4387
C 1.0123 -3.1711 -0.1797
C 2.3813 -2.6582 -0.5377
C 0.0067 -2.3847 0.3956
Se 0.3621 -0.5779 0.9188
C -1.2318 -2.9604 0.7370
C -2.3672 -2.2180 1.4060
C -1.4384 -4.3084 0.4629
H 0.1643 -7.0532 -0.8000
H -1.5395 -6.7058 -1.0965
H -0.9932 -7.0865 0.5307
H 1.5281 -5.1174 -0.8869
H 3.1283 -3.4373 -0.3750
H 2.6523 -1.7899 0.0549
H 2.4246 -2.3814 -1.5977
H -2.0734 -1.2279 1.7447
H -2.7253 -2.7846 2.2683
H -3.2101 -2.1107 0.7225
H -2.3935 -4.7498 0.7382
```

Löwdin atomic charge list, values in e, 5 entries:
1. Cr 0.52
2. C -0.07
3. N -0.11
4. C -0.07
5. C -0.30


Record 2
ORCA calculation (wB97M-V/def2-TZVPD) on a molecular structure, C25H26F3IN2O2S.

As for the energy above the lowest of the compared OMol25 structures with the same formula, charge and spin: 0.00 kcal per mole. The total energy comes out at -60506.863 eV. As for the spin multiplicity: 1. The largest force on an atom comes out at 0.0362 Eh/bohr. Its charge is 0.

Structure (XYZ):
```
60
C25H26F3IN2O2S wB97M-V/def2-TZVPD
C -5.3260 -1.9912 1.6005
C -4.4923 -0.7213 1.7391
C -4.6988 -0.1171 3.1003
C -3.0515 -0.8278 1.3042
C -2.3113 0.3505 1.1656
I -2.8410 2.2941 1.8527
C -1.2481 0.4163 0.2681
C -1.0244 -0.6776 -0.5692
C -1.5962 -1.9098 -0.2806
C -2.6107 -1.9916 0.6652
O -4.9480 0.0259 0.5751
S -5.5615 1.5576 0.5041
C -7.2930 0.9800 0.0878
F -8.2248 1.5134 0.9349
F -7.6548 1.2776 -1.1957
F -7.3631 -0.3784 0.2054
H -4.9441 -2.7948 2.2426
H -6.3543 -1.7623 1.9048
H -5.3669 -2.3206 0.5527
H -4.3695 -0.8689 3.8282
H -4.0888 0.7714 3.2810
H -5.7521 0.1049 3.2899
H -0.6784 1.3361 0.1715
H -0.3848 -0.5685 -1.4403
H -1.2898 -2.8026 -0.8292
H -3.1434 -2.9253 0.8139
C 5.9899 4.2940 0.8796
N 5.1464 4.1470 -0.2932
C 4.8429 5.4156 -0.9184
C 4.4257 3.0133 -0.5193
C 4.4100 1.9724 0.4382
C 3.5677 0.8960 0.2947
N 2.7395 0.7616 -0.8036
C 1.8542 -0.2825 -0.9806
C 1.9852 -1.4920 -0.2353
C 1.6358 -2.8131 -0.8821
C 1.2684 -3.8872 -0.0562
C 0.9387 -5.1317 -0.6021
C 1.0133 -5.3364 -1.9888
C 1.4009 -4.2704 -2.8146
C 1.7225 -3.0235 -2.2628
O 2.3223 -1.5069 0.9695
C 2.7919 1.7454 -1.7787
C 3.6411 2.8175 -1.6918
H 6.5353 3.3696 1.0902
H 6.7122 5.0969 0.6908
H 5.3996 4.5708 1.7694
H 4.1467 5.3126 -1.7508
H 4.4099 6.1123 -0.1849
H 5.7668 5.8802 -1.2854
H 5.0106 2.0180 1.3473
H 3.5152 0.1096 1.0297
H 1.3634 -0.2499 -1.9556
H 1.2578 -3.7302 1.0248
H 0.6310 -5.9420 0.0649
H 0.7917 -6.3236 -2.4079
H 1.4627 -4.4189 -3.8949
H 2.0699 -2.2077 -2.8977
H 2.1587 1.5818 -2.6487
H 3.6897 3.5313 -2.5179
```

Löwdin atomic charge list, values in e, 5 entries:
1. C -0.03
2. C -0.57
3. C -0.08
4. C -0.20
5. C -0.54


Record 3
ORCA calculation (wB97M-V/def2-TZVPD) on a molecular structure, C25H26N2O2S4W.

As for the energy above the lowest of the compared OMol25 structures with the same formula, charge and spin: 2.73 kcal per mole. The total energy comes out at -78575.512 eV. As for the spin multiplicity: 1. The largest force on an atom comes out at 0.0071 Eh/bohr. Its charge is +2.

Structure (XYZ):
```
60
C25H26N2O2S4W wB97M-V/def2-TZVPD
W 0.0254 0.0693 -1.1985
S -0.5475 -1.2535 -2.9429
C -0.7116 -2.9161 -2.3543
C -1.2623 -3.9128 -3.1493
C -1.3564 -5.2021 -2.6470
C -0.8929 -5.4974 -1.3699
C -0.3314 -4.5044 -0.5810
C -0.2496 -3.2114 -1.0813
S 0.4396 -1.8971 -0.1114
H -1.6099 -3.6827 -4.1484
H -1.7842 -5.9840 -3.2598
H -0.9566 -6.5093 -0.9930
H 0.0496 -4.7325 0.4068
O 1.6144 0.8738 -0.1090
S 2.5524 0.3011 1.0079
C 1.5620 0.0341 2.4976
C 0.7250 1.1665 3.0793
C -0.4739 1.6365 2.2505
C -1.5420 0.5510 2.0607
S -2.6046 0.9924 0.6858
O -1.5767 0.8544 -0.5259
C -3.7091 -0.3436 0.4876
C -3.2846 -1.6740 0.5008
C -4.2217 -2.6608 0.2736
C -5.5559 -2.3218 0.0535
C -5.9655 -0.9965 0.0486
C -5.0357 0.0101 0.2571
C 3.5260 1.7016 1.4514
C 4.8378 1.4354 1.8199
C 5.6500 2.4928 2.2066
C 5.1518 3.7865 2.1977
C 3.8398 4.0396 1.8064
C 3.0125 2.9948 1.4338
H 2.3349 -0.2657 3.2127
H 0.9857 -0.8653 2.2778
H 1.3645 2.0252 3.2870
H 0.3753 0.8162 4.0543
H -0.1245 1.9872 1.2783
H -0.9286 2.4929 2.7495
H -2.2057 0.4581 2.9237
H -1.1263 -0.4310 1.8286
H -2.2471 -1.9317 0.6618
H -3.9185 -3.6992 0.2683
H -6.2818 -3.1058 -0.1173
H -7.0022 -0.7445 -0.1249
H -5.3352 1.0511 0.2433
H 5.2251 0.4238 1.7961
H 6.6741 2.3041 2.4977
H 5.7907 4.6093 2.4890
H 3.4640 5.0537 1.7960
H 1.9928 3.1828 1.1235
N 0.6708 1.3658 -3.9572
C 1.1947 2.4249 -4.5662
C 1.7858 3.2170 -3.5930
C 1.5831 2.5354 -2.4072
N 0.8841 1.4024 -2.6197
H 0.2054 0.5703 -4.3719
H 1.1227 2.5473 -5.6346
H 2.2988 4.1507 -3.7390
H 1.9028 2.7855 -1.4107
```

Löwdin atomic charge list, values in e, 5 entries:
1. W 1.05
2. S 0.67
3. C -0.63
4. C -0.09
5. C -0.05


Record 4
ORCA calculation (wB97M-V/def2-TZVPD) on a molecular structure, C25H26N7OSiZn.

The total energy comes out at -95125.516 eV. As for the spin multiplicity: 1. The largest force on an atom comes out at 0.0070 Eh/bohr. Its charge is -1.

Structure (XYZ):
```
61
C25H26N7OSiZn wB97M-V/def2-TZVPD
Zn -0.4884 0.1379 -0.6312
C 1.2218 3.1731 4.1159
C 1.3678 3.2097 2.7366
C 0.8005 2.2139 1.9532
C 0.0950 1.1832 2.5573
C -0.0585 1.1385 3.9373
C 0.5082 2.1372 4.7114
N -0.4615 0.2109 1.6622
N -1.0049 -0.7643 2.1955
C -1.5850 -1.7045 1.2749
C -2.2426 -2.7619 1.8961
C -2.8630 -3.7180 1.1118
C -2.8079 -3.5889 -0.2716
C -2.1424 -2.5193 -0.8623
C -1.5020 -1.5337 -0.1113
H 1.6593 3.9513 4.7286
H 1.9233 4.0108 2.2663
H 0.9129 2.2072 0.8758
H -0.6157 0.3250 4.3805
H 0.3905 2.1108 5.7876
H -2.2654 -2.8098 2.9784
H -3.3926 -4.5451 1.5674
H -3.3000 -4.3256 -0.8969
H -2.1485 -2.4460 -1.9441
C -1.3462 1.3591 -3.9935
C 0.0731 0.9448 -3.7419
C 1.0275 0.8917 -4.7431
C 2.3180 0.4870 -4.3973
C 2.6384 0.1547 -3.1036
C 1.6284 0.2178 -2.1084
N 0.3795 0.6144 -2.4857
N 1.7089 -0.0692 -0.8033
Si 2.8618 -1.1414 -0.1170
C 2.4939 -1.3966 1.6943
C 4.6437 -0.5330 -0.1860
C 2.8026 -2.8034 -0.9789
H -1.3905 2.1499 -4.7434
H -1.8128 1.7031 -3.0719
H -1.9380 0.5152 -4.3542
H 0.7689 1.1654 -5.7567
H 3.0869 0.4413 -5.1613
H 3.6427 -0.1391 -2.8355
H 2.4909 -0.4488 2.2379
H 3.2686 -2.0330 2.1320
H 1.5311 -1.8840 1.8550
H 4.7392 0.4821 0.2076
H 5.0672 -0.5457 -1.1921
H 5.2583 -1.1926 0.4352
H 1.7909 -3.2136 -0.9258
H 3.4940 -3.5268 -0.5383
H 3.0599 -2.6900 -2.0363
N -2.8159 2.4951 1.3710
C -2.8165 1.7996 0.1894
O -1.7617 1.8097 -0.5015
C -4.0103 1.1543 -0.2102
C -4.0948 0.5167 -1.4717
N -4.1750 0.0039 -2.5038
C -5.1372 1.1767 0.6478
N -6.0148 1.1945 1.4011
H -3.5579 2.3378 2.0335
H -1.9037 2.7102 1.7371
```

Löwdin atomic charge list, values in e, 5 entries:
1. Zn 0.68
2. C -0.10
3. C -0.08
4. C -0.04
5. C -0.27


Record 5
ORCA calculation (wB97M-V/def2-TZVPD) on 2 unconnected molecules or ions with the total composition C25H27BNO5.

As for the energy above the lowest of the compared OMol25 structures with the same formula, charge and spin: 0.81 kcal per mole. The total energy comes out at -38760.916 eV. As for the spin multiplicity: 1. The largest force on an atom comes out at 0.0695 Eh/bohr. Its charge is +1.

Structure (XYZ):
```
59
C25H27BNO5 wB97M-V/def2-TZVPD
C 0.6543 -2.7580 5.2097
C -0.3852 -2.5100 4.2169
C -1.7566 -2.6548 4.2925
C -2.2891 -2.1945 3.0448
C -1.2197 -1.7475 2.2644
B -0.7576 -0.8772 0.8880
N 0.1487 0.4502 0.5855
C 0.0608 1.5705 1.5573
C 1.5359 -0.0100 0.2350
C 1.5050 -1.5117 0.2985
O 2.4254 -2.2924 0.1631
O 0.1939 -1.9230 0.4000
C -0.4743 0.9742 -0.6927
C -1.9095 0.6578 -0.5334
O -2.8866 1.2302 -0.9659
O -2.0158 -0.4827 0.2172
O -0.0550 -1.9517 3.0197
H 0.2317 -2.5536 6.1966
H 0.9811 -3.8016 5.2237
H 1.5397 -2.1367 5.0612
H -2.3092 -3.0566 5.1505
H -3.3271 -2.2492 2.7221
H 0.4201 2.4753 1.0611
H -0.9874 1.7198 1.8340
H 0.6594 1.3627 2.4527
H 1.7357 0.1590 -0.8414
H 2.3425 0.4485 0.8153
H -0.2554 2.0264 -0.8766
H -0.1487 0.4478 -1.6045
C -8.3181 -1.8238 -1.8118
C -6.9001 -2.0431 -1.3967
C -6.5911 -3.0525 -0.4814
C -5.2772 -3.2784 -0.0764
C -4.1820 -2.5005 -0.5757
C -2.7763 -2.7371 -0.2604
C -1.8663 -3.0035 -1.3389
C -0.7776 -3.9117 -1.1580
C 0.3920 -3.8247 -1.8750
C 0.4786 -2.9764 -2.9820
C 1.7277 -2.9542 -3.8000
C -0.6421 -2.2028 -3.3115
C -1.8390 -2.3519 -2.6195
C -4.5570 -1.4757 -1.4881
C -5.8618 -1.2716 -1.9169
H -8.4073 -0.9893 -2.5232
H -8.7272 -2.7553 -2.2398
H -8.9481 -1.5697 -0.9452
H -7.4128 -3.6723 -0.1137
H -5.0634 -4.1105 0.5990
H -2.5356 -3.0589 0.7576
H -0.8619 -4.6059 -0.3261
H 1.2779 -4.3798 -1.5510
H 1.7072 -2.1053 -4.4944
H 2.6211 -2.8343 -3.1708
H 1.8298 -3.9039 -4.3561
H -0.5519 -1.5078 -4.1559
H -2.7494 -1.9500 -3.0603
H -3.7941 -0.8046 -1.8746
H -6.0814 -0.5076 -2.6702
```

Löwdin atomic charge list, values in e, 5 entries:
1. C -0.01
2. C -0.32
3. C -0.02
4. C -0.04
5. C -0.08


Record 6
ORCA calculation (wB97M-V/def2-TZVPD) on a molecular structure, C25H27BrIrN3O2S3Se.

As for the energy above the lowest of the compared OMol25 structures with the same formula, charge and spin: 7.65 kcal per mole. The total energy comes out at -205649.720 eV. As for the spin multiplicity: 1. The largest force on an atom comes out at 0.0582 Eh/bohr. Its charge is +2.

Structure (XYZ):
```
63
C25H27BrIrN3O2S3Se wB97M-V/def2-TZVPD
Ir 0.6458 0.0283 0.0169
C -2.3927 -1.6374 -0.0270
O -1.4660 -0.8064 0.6913
C -1.7697 -0.4369 1.9792
C -2.8713 -0.8708 2.6717
C -3.0523 -0.4490 3.9930
Br -4.5669 -1.0290 4.9409
C -2.1338 0.3731 4.5883
C -1.0202 0.8351 3.8630
C -0.8436 0.4660 2.5230
O 0.1626 0.9321 1.7862
C -0.0449 1.6904 4.5138
N 0.9813 2.2960 3.9118
C 1.7349 3.0060 4.8465
C 2.8719 3.7931 4.7247
C 3.3573 4.3600 5.8865
C 2.7317 4.1514 7.1258
C 1.6005 3.3682 7.2437
C 1.1175 2.8011 6.0729
N 0.0160 1.9799 5.8195
H -3.3525 -1.1338 -0.1320
H -2.5196 -2.5915 0.4856
H -1.9639 -1.7929 -1.0121
H -3.5987 -1.5357 2.2287
H -2.2946 0.6774 5.6136
H 1.0788 2.2269 2.9056
H 3.3514 3.9645 3.7701
H 4.2355 4.9891 5.8419
H 3.1423 4.6223 8.0081
H 1.1155 3.2116 8.1977
H -0.6403 1.6570 6.5113
C 3.4314 -0.7985 -1.6992
C 3.5358 0.6233 -1.2374
S 2.7198 0.9783 0.3189
C 3.5628 -0.0534 1.5558
C 3.2100 -1.5226 1.6548
S 1.4233 -1.7910 1.5784
C 1.2049 -3.1485 0.4206
C 1.8759 -3.0167 -0.9229
S 1.7043 -1.3753 -1.7030
H 4.0275 -1.4829 -1.1012
H 3.7855 -0.8562 -2.7284
H 3.0438 1.3023 -1.9363
H 4.5813 0.9267 -1.1529
H 3.3321 0.4514 2.4951
H 4.6339 0.0661 1.3766
H 3.5553 -1.8922 2.6200
H 3.6879 -2.1246 0.8859
H 0.1210 -3.1763 0.2975
H 1.5089 -4.0795 0.9014
H 1.4090 -3.7256 -1.6065
H 2.9377 -3.2539 -0.8954
Se -0.5488 1.1181 -1.7641
C -0.6844 2.9676 -1.2764
C 0.1474 3.8894 -1.8949
C -0.0402 5.2365 -1.6085
N -0.9766 5.6810 -0.7741
C -1.7647 4.7853 -0.1855
C -1.6585 3.4167 -0.3990
H 0.9123 3.5740 -2.5921
H 0.5811 5.9895 -2.0799
H -2.5229 5.1804 0.4813
H -2.3234 2.7273 0.1051
```

Löwdin atomic charge list, values in e, 5 entries:
1. Ir 0.64
2. C -0.04
3. O -0.28
4. C -0.22
5. C -0.02